{"formula": "C7H6CsNO7P2S2", "method": "ωB97M-V/def2-TZVPD", "symbols": ["Cs", "S", "C", "N", "C", "C", "C", "C", "C", "C", "S", "H", "H", "H", "H", "O", "P", "O", "O", "O", "P", "O", "O", "O", "H", "H"], "xyz": [[-1.9042, -0.3099, 0.5135], [-1.3698, -3.2815, -1.6210], [0.2165, -2.6332, -1.7830], [0.7361, -1.5334, -1.2753], [2.0585, -1.3976, -1.6419], [2.8653, -0.3320, -1.2327], [4.1867, -0.2764, -1.6379], [4.7221, -1.2768, -2.4558], [3.9328, -2.3384, -2.8693], [2.6049, -2.4011, -2.4636], [1.3602, -3.5617, -2.7657], [2.4385, 0.4338, -0.5977], [4.8073, 0.5505, -1.3133], [5.7594, -1.2213, -2.7640], [4.3572, -3.1108, -3.5008], [-2.9583, 2.0794, 4.4175], [-3.0517, 0.7694, 3.4792], [-3.8175, -0.2623, 4.2066], [-1.7108, 0.4781, 2.8772], [-3.9893, 1.3264, 2.2450], [-3.8065, 2.4858, 1.1207], [-3.0907, 3.6832, 2.0006], [-5.1490, 2.9717, 0.7190], [-2.7823, 2.0116, 0.1435], [-2.6342, 2.8489, 3.9336], [-3.7812, 4.2972, 2.2655]], "lowdin_charge": [1.2734, 0.3095, -1.2047, -0.0280, -0.3452, -0.0323, -0.1227, -0.1393, -0.1261, -0.5113, 0.9267, 0.1086, 0.0863, 0.0811, 0.0918, -0.1669, 0.0829, -0.3294, -0.6500, -0.3499, 0.1148, -0.1829, -0.3404, -0.6344, 0.0336, 0.0547], "max_force_ev_per_a": 2.88, "charge": -2, "multiplicity": 1, "e_homo_ha": -0.0814, "orbital_gap_ev": 6.404, "e_above_lowest_kj_mol": 39.2}

***

{"formula": "C27H30N2O6", "method": "ωB97M-V/def2-TZVPD", "symbols": ["C", "C", "O", "C", "C", "C", "C", "C", "C", "N", "C", "O", "C", "H", "H", "O", "C", "O", "C", "C", "C", "C", "C", "C", "C", "C", "C", "C", "H", "H", "H", "H", "H", "H", "H", "H", "H", "O", "C", "C", "H", "H", "H", "H", "H", "N", "C", "C", "H", "O", "C", "C", "H", "H", "H", "H", "H", "H", "H", "H", "H", "H", "H", "H", "H"], "xyz": [[0.1139, -2.8221, 2.1154], [0.1351, -1.3012, 2.1197], [-0.1766, -0.8667, 0.8134], [-0.2883, 0.4828, 0.5694], [-0.0763, 1.4850, 1.5008], [-0.2041, 2.8346, 1.1700], [-0.5632, 3.1752, -0.1520], [-0.7950, 2.1713, -1.0772], [-0.6564, 0.8345, -0.7341], [-0.8518, -0.2121, -1.6420], [-1.1469, -0.1629, -2.9540], [-1.4195, 0.8288, -3.5962], [-1.1428, -1.5486, -3.6226], [-2.1730, -1.8575, -3.8139], [-0.6051, -1.4541, -4.5718], [-0.5624, -2.5640, -2.8197], [0.7879, -2.5939, -2.7800], [1.4771, -1.8484, -3.4272], [1.3215, -3.5762, -1.8033], [2.4329, -3.1617, -1.1023], [3.0096, -3.9708, -0.1179], [2.4756, -5.2007, 0.1511], [1.3580, -5.6766, -0.5658], [0.8279, -6.9599, -0.3141], [-0.2336, -7.4331, -1.0313], [-0.8059, -6.6414, -2.0376], [-0.3221, -5.3896, -2.3006], [0.7610, -4.8610, -1.5676], [-0.7695, -4.7967, -3.0812], [-1.6342, -7.0311, -2.6107], [-0.6313, -8.4180, -0.8369], [1.2882, -7.5655, 0.4534], [2.9071, -5.8333, 0.9137], [3.8720, -3.6141, 0.4250], [2.8481, -2.1881, -1.3156], [-0.6976, -1.1219, -1.2231], [-1.0614, 2.3921, -2.0955], [-0.6252, 4.5105, -0.4429], [-0.9970, 4.9315, -1.7413], [-2.5012, 4.8493, -1.9860], [-2.7310, 5.2530, -2.9679], [-3.0329, 5.4270, -1.2332], [-2.8469, 3.8201, -1.9419], [-0.6728, 5.9758, -1.7829], [-0.4490, 4.3680, -2.5046], [0.0861, 3.8443, 2.0882], [-0.9379, 4.8278, 2.3884], [-0.2684, 6.0840, 2.9446], [-1.0149, 6.8180, 3.2524], [0.4946, 5.7912, 4.0941], [1.4762, 4.8283, 3.7976], [0.8563, 3.5290, 3.2707], [1.6577, 2.8361, 3.0102], [0.2315, 3.0868, 4.0656], [2.0187, 4.6463, 4.7274], [2.1696, 5.2232, 3.0396], [0.3777, 6.5182, 2.1677], [-1.4834, 5.0741, 1.4813], [-1.6411, 4.4322, 3.1410], [0.1878, 1.2225, 2.5111], [1.1295, -0.9355, 2.4119], [-0.6061, -0.9142, 2.8324], [0.3445, -3.1966, 3.1085], [0.8471, -3.2045, 1.4105], [-0.8687, -3.1798, 1.8193]], "lowdin_charge": [-0.0476, -0.2516, -0.0635, -0.1951, 0.0518, -0.1475, -0.1855, 0.0638, -0.1321, 0.1684, -0.4341, 0.0777, -0.0544, 0.1436, 0.1405, -0.0237, -0.4382, 0.1451, -0.0688, -0.0056, -0.0712, -0.0308, -0.1613, -0.0334, -0.0781, -0.0682, -0.0118, -0.0945, 0.1096, 0.1048, 0.1033, 0.1118, 0.1152, 0.1082, 0.1253, 0.1382, 0.0946, -0.0713, -0.2352, -0.0575, 0.0778, 0.0768, 0.0698, 0.1239, 0.1208, -0.0954, -0.1306, -0.1878, 0.1254, -0.1323, -0.1958, -0.1558, 0.1284, 0.1314, 0.1245, 0.1285, 0.1294, 0.1171, 0.1342, 0.0973, 0.1286, 0.1274, 0.0799, 0.0513, 0.0838], "max_force_ev_per_a": 0.69, "charge": 0, "multiplicity": 1, "e_homo_ha": -0.2637, "smiles": "CCOc1cc(N2CCOCC2)c(OCC)cc1NC(=O)COC(=O)c1cccc2ccccc12", "orbital_gap_ev": 7.099, "e_above_lowest_kj_mol": 0.0}

***

{"formula": "C5H10O2P2", "method": "ωB97M-V/def2-TZVPD", "symbols": ["C", "C", "C", "C", "C", "O", "O", "P", "P", "H", "H", "H", "H", "H", "H", "H", "H", "H", "H"], "xyz": [[0.3016, 0.4769, -0.7868], [-0.5188, -0.6220, 2.0236], [-0.0353, 2.7354, 0.2641], [-1.0969, -0.9333, 0.6011], [0.7728, 1.6744, -0.5001], [1.1267, -0.5332, -1.2391], [-0.9379, 0.0459, -0.4337], [0.5597, -1.5714, -2.3843], [1.6714, -3.2721, -2.1409], [0.3973, -0.9903, 2.0553], [-0.7067, 0.3961, 2.1769], [-1.0172, -1.2569, 2.7058], [-1.1065, 2.4342, 0.0328], [0.1208, 3.6619, -0.2149], [0.4322, 2.6005, 1.2202], [-2.1300, -1.1510, 0.7740], [-0.7774, -1.8162, 0.0186], [1.7140, 1.7871, -0.8410], [1.2303, -3.6657, -3.3316]], "lowdin_charge": [-0.4936, -0.0083, -0.0474, -0.1919, -0.0620, -0.4353, -0.1111, 0.5860, 0.4102, 0.0251, 0.0667, 0.0691, 0.1058, 0.0480, 0.0691, 0.1052, 0.0848, 0.0758, -0.2962], "max_force_ev_per_a": 4.78, "charge": 0, "multiplicity": 1, "e_homo_ha": -0.3156, "orbital_gap_ev": 8.053, "e_above_lowest_kj_mol": 165.4}

***

{"formula": "C5H29N2O8", "method": "ωB97M-V/def2-TZVPD", "symbols": ["N", "C", "C", "C", "N", "C", "C", "O", "H", "H", "H", "H", "H", "H", "H", "H", "H", "H", "H", "H", "H", "H", "H", "H", "H", "O", "H", "H", "O", "H", "H", "O", "H", "H", "O", "H", "H", "O", "H", "H", "O", "H", "H", "O"], "xyz": [[-0.0341, -0.7292, -1.7872], [0.1665, 0.4978, -0.8973], [-1.0207, 1.3008, -1.0507], [0.6032, -0.1629, 0.4582], [1.2554, 0.6209, 1.5309], [1.0749, 2.0104, 1.7816], [2.1925, 2.9390, 1.0966], [1.7116, 3.1955, -0.2442], [-0.7461, -0.6841, -2.5171], [0.8877, -0.9335, -2.1713], [-0.3501, -1.6177, -1.3017], [0.7908, 1.1920, -1.5074], [-1.1110, 1.8048, -2.0189], [-2.0845, 0.8715, -1.1915], [-1.1305, 2.0626, -0.2771], [1.3750, -1.1514, 0.4519], [-0.2669, -0.7464, 0.9174], [2.2259, 0.5435, 1.4214], [0.9796, 2.2824, 2.8364], [0.1469, 2.4775, 1.3144], [2.2401, 3.8571, 1.5972], [3.1702, 2.4080, 0.9145], [0.8768, 3.5238, -0.0793], [-0.9166, -0.0891, -4.7019], [-2.3517, -0.0748, -4.1062], [-1.5128, -0.4487, -3.9885], [3.3313, -2.7032, -0.9516], [3.4237, -1.2055, -1.4017], [2.7803, -1.8546, -1.0633], [1.6811, -0.4884, 3.7476], [0.5468, -0.9635, 4.5231], [1.4778, -1.2696, 4.1987], [-0.8861, -4.3001, 1.0880], [-1.7096, -3.0529, 0.8139], [-0.8257, -3.5207, 0.5272], [-1.0753, -3.8543, -2.5635], [-0.9525, -3.5358, -1.2057], [-1.2059, -3.0945, -1.9699], [-2.1245, -1.3608, 2.3280], [-3.1999, -0.3433, 1.8376], [-2.8847, -1.2467, 1.7594], [-3.3578, 3.7020, 0.1534], [-2.5440, 3.1670, 1.0330], [-2.4800, 3.2967, 0.0906]], "lowdin_charge": [0.1650, -0.3065, -0.1111, -0.1322, -0.0713, -0.1946, -0.1607, -0.0706, 0.0611, 0.1332, 0.1211, 0.1521, 0.0960, 0.1248, 0.0283, 0.1678, 0.1033, 0.0769, 0.1064, 0.1102, 0.0911, 0.1363, 0.0191, 0.1141, 0.0411, -0.0183, 0.1065, 0.0583, -0.0911, -0.0482, 0.0901, -0.0756, 0.0662, 0.1046, -0.0756, 0.0887, -0.0498, -0.0376, 0.0256, 0.0435, -0.0420, 0.0701, 0.0434, -0.0598], "max_force_ev_per_a": 5.12, "charge": 1, "multiplicity": 1, "e_homo_ha": -0.4321, "orbital_gap_ev": 9.267, "e_above_lowest_kj_mol": 504.9}

***

- What is the charge in the first record?
  -2

***

- The lowest charge belongs to which entry?
  C7H6CsNO7P2S2

***

- What is the formula in the second record?
  C27H30N2O6